A.
Density functional theory data (the ωB97M-V functional and the def2-TZVPD basis) for 2 unconnected molecules or ions with the total composition C5H10ClN.

Values from the calculation:
* charge: 0
* Kohn-Sham gap (alpha / beta): 7.80 / 7.53 eV
* lowest unoccupied orbital energy (alpha / beta): 0.64 / 0.64 eV

Each atom is followed by the atoms it is bonded to, with distances in Å.
Element x y z (Å)
1 C -0.72 1.46 -0.01  C2 1.477, N6 1.199
2 C -2.13 1.04 0.14  C1 1.477, H8 1.011, H9 0.996, H10 1.004
3 C 0.72 -1.16 -1.50  C5 1.513, H11 1.007, H12 1.133, H13 1.093
4 C 0.77 -1.02 1.21  C5 1.492, H14 1.103, H15 1.202, H16 1.157
5 C 0.92 -0.47 -0.17  C3 1.513, C4 1.492, Cl7 1.836
6 N 0.03 2.38 0.14  C1 1.199, H17 0.971
7 Cl 2.45 0.54 -0.03  C5 1.836
8 H -2.02 0.33 0.86  C2 1.011
9 H -2.48 0.65 -0.71  C2 0.996
10 H -2.73 1.80 0.41  C2 1.004
11 H 1.61 -1.49 -1.83  C3 1.007
12 H 0.02 -2.00 -1.21  C3 1.133
13 H 0.27 -0.62 -2.34  C3 1.093
14 H 0.97 -0.32 2.03  C4 1.103
15 H 1.56 -1.92 1.31  C4 1.202
16 H -0.24 -1.46 1.57  C4 1.157
17 H 0.99 2.27 0.12  N6 0.971

Atom charges from the Löwdin analysis, given in e for atoms 1 to 4: -0.1570, -0.0142, -0.1347, -0.2431


B.
Density functional theory data (the ωB97M-V functional and the def2-TZVPD basis) for C5H10ClN in the gas phase.

Values from the calculation:
* charge: 0
* Kohn-Sham gap (alpha / beta): 9.10 / 9.09 eV
* lowest unoccupied orbital energy (alpha / beta): 0.78 / 0.78 eV

Each atom is followed by the atoms it is bonded to, with distances in Å.
Element x y z (Å)
1 C 0.06 -0.09 1.73  C2 1.597, C3 1.584, H8 1.087, H9 1.098
2 C -0.20 -0.28 0.16  C1 1.597, C4 1.460, N6 1.474, H10 1.141
3 C 0.73 1.34 1.60  C1 1.584, Cl7 1.666, H11 1.080
4 C -1.52 -0.54 -0.39  C2 1.460, H12 1.021, H13 1.084, H14 1.160
5 C 1.07 1.27 -1.29  N6 1.397, H15 1.121, H16 1.097, H17 1.046
6 N 0.05 1.08 -0.35  C2 1.474, C5 1.397
7 Cl -0.16 2.54 2.34  C3 1.666
8 H -0.82 -0.02 2.37  C1 1.087
9 H 0.72 -0.86 2.14  C1 1.098
10 H 0.54 -1.07 -0.21  C2 1.141
11 H 1.80 1.43 1.68  C3 1.080
12 H -2.15 0.07 0.14  C4 1.021
13 H -1.90 -1.55 -0.44  C4 1.084
14 H -1.51 -0.06 -1.45  C4 1.160
15 H 1.37 2.35 -1.36  C5 1.121
16 H 2.06 0.79 -1.23  C5 1.097
17 H 0.61 1.00 -2.19  C5 1.046

Atom charges from the Löwdin analysis, given in e for atoms 1 to 4: -0.1574, -0.4433, -0.5925, -0.0835


In hartree, relative to the most stable structure: A 0.0270; B 0.0000.